No. 1
{
  "formula": "C16H26CdClN2O10",
  "method": "ωB97M-V/def2-TZVPD",
  "homo_lumo_gap_ev": 1.818,
  "total_charge": 1,
  "lumo_energy_ev": -7.085,
  "e_homo_ev": -8.90,
  "symbols": ["Cd", "Cl", "O", "O", "O", "O", "N", "C", "C", "C", "C", "H", "H", "H", "H", "H", "N", "C", "C", "C", "C", "H", "H", "H", "H", "H", "C", "C", "O", "C", "O", "O", "C", "H", "H", "H", "H", "H", "H", "H", "H", "C", "C", "O", "C", "O", "O", "C", "H", "H", "H", "H", "H", "H", "H", "H"],
  "xyz": [[-0.870, -2.290, -3.458], [-1.276, -0.605, -0.168], [-2.078, -1.179, 0.835], [-1.549, 0.813, -0.321], [0.099, -0.900, 0.185], [-1.544, -1.144, -1.486], [-3.491, 5.979, 1.634], [-4.830, 5.628, 1.501], [-4.887, 4.406, 0.797], [-3.541, 4.009, 0.660], [-2.718, 5.016, 1.104], [-3.197, 6.837, 2.079], [-5.634, 6.290, 1.788], [-5.796, 3.878, 0.547], [-3.275, 3.024, 0.305], [-1.648, 5.151, 1.169], [-0.310, 0.812, 3.187], [0.581, 0.489, 4.220], [0.342, 1.296, 5.332], [-0.712, 2.135, 5.011], [-1.070, 1.832, 3.638], [-0.488, 0.335, 2.314], [1.293, -0.300, 4.027], [0.959, 1.345, 6.217], [-1.084, 2.920, 5.652], [-1.742, 2.303, 2.936], [-0.700, -5.630, 0.851], [-0.255, -4.440, 0.024], [0.988, -4.558, -0.670], [1.301, -3.761, -1.660], [0.514, -3.131, -2.404], [2.648, -3.828, -1.935], [3.495, -4.874, -1.566], [-1.723, -5.670, 1.226], [-0.067, -5.713, 1.735], [-0.613, -6.537, 0.252], [-0.025, -3.617, 0.700], [-1.047, -4.054, -0.617], [3.087, -5.818, -1.928], [3.840, -4.741, -0.541], [4.425, -4.588, -2.057], [4.088, -0.263, -1.988], [2.618, 0.159, -1.546], [1.993, 0.959, -2.471], [1.018, 0.475, -3.377], [0.567, -0.661, -3.398], [0.666, 1.425, -4.174], [0.894, 2.763, -3.979], [4.805, -0.664, -1.271], [4.541, 0.477, -2.648], [3.817, -1.151, -2.558], [2.617, 0.629, -0.562], [2.181, -0.814, -1.321], [0.481, 3.121, -3.036], [0.390, 3.313, -4.773], [1.927, 3.113, -4.011]]
}


No. 2
{
  "formula": "C16H26F5GeI2N3STc",
  "method": "ωB97M-V/def2-TZVPD",
  "homo_lumo_gap_ev": [6.988, 6.529],
  "total_charge": 2,
  "lumo_energy_ev": [-7.875, -8.369],
  "e_homo_ev": [-14.86, -14.90],
  "de_lowest_kcal_mol": 0.0,
  "multiplicity": 2,
  "symbols": ["Tc", "C", "C", "N", "C", "C", "N", "C", "C", "N", "H", "H", "H", "H", "H", "H", "H", "H", "H", "H", "H", "H", "H", "H", "H", "I", "I", "C", "Ge", "C", "C", "C", "H", "H", "H", "H", "H", "H", "H", "H", "H", "H", "H", "F", "C", "C", "F", "C", "F", "C", "S", "C", "F", "C", "F"],
  "xyz": [[0.755, 0.701, -0.540], [-0.891, 1.431, -2.946], [0.558, 1.422, -3.406], [1.383, 0.523, -2.556], [1.408, -0.925, -2.893], [0.110, -1.603, -2.502], [-0.375, -1.133, -1.168], [-1.850, -0.832, -1.182], [-2.149, 0.659, -0.998], [-0.993, 1.460, -1.455], [-1.420, 0.545, -3.292], [-1.419, 2.291, -3.367], [0.995, 2.419, -3.301], [0.633, 1.130, -4.458], [2.346, 0.845, -2.631], [2.251, -1.347, -2.337], [1.611, -1.061, -3.958], [0.247, -2.686, -2.489], [-0.666, -1.398, -3.237], [-0.236, -1.884, -0.495], [-2.317, -1.386, -0.372], [-2.273, -1.214, -2.112], [-2.315, 0.904, 0.053], [-3.051, 0.940, -1.554], [-1.146, 2.420, -1.155], [-0.014, 0.305, 2.112], [-1.719, -2.811, 2.197], [0.406, 0.441, 5.690], [1.504, -1.032, 5.025], [0.826, -2.793, 5.503], [3.394, -0.835, 5.477], [1.593, -0.845, 2.981], [0.471, 0.485, 6.774], [-0.645, 0.317, 5.436], [0.753, 1.398, 5.304], [0.880, -2.911, 6.584], [1.440, -3.573, 5.054], [-0.203, -2.943, 5.208], [3.566, -1.102, 6.516], [3.732, 0.189, 5.339], [4.011, -1.493, 4.866], [1.609, -1.780, 2.427], [2.478, -0.249, 2.737], [6.458, 1.261, 2.910], [5.394, 1.585, 2.224], [4.668, 0.588, 1.561], [5.038, -0.676, 1.615], [3.542, 0.971, 0.856], [2.825, -0.007, 0.186], [3.091, 2.283, 0.768], [1.650, 2.674, -0.176], [3.836, 3.260, 1.434], [3.457, 4.521, 1.385], [4.980, 2.919, 2.160], [5.663, 3.843, 2.787]]
}


No. 3
{
  "formula": "C16H26N10O2TeZr",
  "method": "ωB97M-V/def2-TZVPD",
  "homo_lumo_gap_ev": 6.511,
  "total_charge": 2,
  "lumo_energy_ev": -6.846,
  "e_homo_ev": -13.36,
  "de_lowest_kcal_mol": 35.2,
  "symbols": ["Zr", "C", "C", "N", "C", "C", "N", "C", "C", "N", "C", "C", "N", "C", "C", "C", "C", "C", "C", "C", "N", "H", "H", "H", "H", "H", "H", "H", "H", "H", "H", "H", "H", "H", "H", "H", "H", "H", "H", "H", "H", "H", "H", "H", "O", "O", "N", "N", "N", "C", "N", "N", "H", "H", "H", "Te"],
  "xyz": [[0.280, -0.098, 0.398], [-3.463, -2.317, 1.823], [-2.131, -1.889, 1.316], [-1.711, -0.672, 1.370], [-2.554, 0.437, 1.858], [-1.851, 1.795, 1.656], [-1.163, 1.769, 0.348], [-0.514, 2.983, -0.212], [0.975, 3.065, 0.121], [1.654, 1.738, 0.076], [2.614, 1.387, -1.023], [1.996, 0.522, -2.117], [1.113, -0.573, -1.594], [1.747, -1.914, -1.351], [2.492, -2.493, -2.530], [0.663, -2.850, -0.796], [0.536, -4.216, -1.017], [-0.512, -4.882, -0.400], [-1.422, -4.200, 0.410], [-1.232, -2.845, 0.597], [-0.193, -2.240, 0.009], [-3.648, -1.911, 2.819], [-3.570, -3.396, 1.860], [-4.241, -1.923, 1.162], [-2.805, 0.305, 2.912], [-3.494, 0.425, 1.299], [-1.118, 1.976, 2.441], [-2.596, 2.593, 1.706], [-1.846, 1.476, -0.346], [-1.021, 3.893, 0.114], [-0.638, 2.903, -1.292], [1.109, 3.445, 1.135], [1.459, 3.774, -0.552], [2.217, 1.700, 0.922], [3.423, 0.838, -0.544], [3.030, 2.292, -1.469], [2.796, 0.112, -2.731], [1.379, 1.134, -2.770], [1.812, -2.627, -3.371], [2.930, -3.454, -2.265], [3.310, -1.843, -2.826], [1.220, -4.745, -1.662], [-0.639, -5.944, -0.559], [-2.247, -4.730, 0.861], [2.699, -1.703, -0.324], [2.062, -1.027, 0.767], [3.081, 1.615, 4.883], [2.068, 0.958, 4.229], [1.438, -0.064, 4.761], [0.663, -0.448, 3.762], [0.828, 0.335, 2.687], [1.748, 1.235, 3.010], [3.059, 1.331, 5.857], [2.966, 2.617, 4.781], [-0.003, -1.291, 3.814], [-0.864, -0.418, -2.390]]
}


No. 4
{
  "formula": "C16H26N2O2S",
  "method": "ωB97M-V/def2-TZVPD",
  "homo_lumo_gap_ev": 9.456,
  "lumo_energy_ev": 0.688,
  "smiles": "CCCCC[C@H]1CC[C@H](c2nnc(SCC(C)=O)o2)CC1",
  "e_homo_ev": -8.77,
  "de_lowest_kcal_mol": 9.9,
  "symbols": ["C", "C", "C", "C", "C", "H", "H", "C", "C", "C", "C", "C", "N", "N", "C", "S", "C", "C", "O", "C", "H", "H", "H", "H", "H", "O", "H", "C", "C", "H", "H", "H", "H", "H", "H", "H", "H", "H", "H", "H", "H", "H", "H", "H", "H", "H", "H"],
  "xyz": [[6.309, 2.879, 0.122], [6.153, 1.413, 0.507], [5.675, 0.571, -0.674], [5.616, -0.928, -0.377], [4.690, -1.381, 0.758], [4.877, -2.450, 0.894], [4.988, -0.888, 1.685], [3.172, -1.202, 0.578], [2.666, 0.192, 0.957], [1.143, 0.240, 0.898], [0.654, -0.122, -0.511], [-0.824, -0.081, -0.561], [-1.569, 0.704, -1.260], [-2.857, 0.396, -0.989], [-2.823, -0.572, -0.126], [-4.176, -1.366, 0.580], [-5.436, -0.262, -0.135], [-5.188, 1.181, 0.288], [-4.765, 1.463, 1.375], [-5.523, 2.181, -0.776], [-5.559, 3.182, -0.354], [-6.464, 1.938, -1.261], [-4.726, 2.135, -1.518], [-5.422, -0.374, -1.217], [-6.390, -0.604, 0.268], [-1.568, -0.935, 0.195], [1.017, 0.619, -1.229], [1.164, -1.516, -0.897], [2.687, -1.557, -0.828], [3.036, -2.556, -1.098], [3.093, -0.848, -1.551], [0.742, -2.253, -0.210], [0.829, -1.761, -1.907], [0.721, -0.469, 1.614], [0.788, 1.239, 1.161], [2.993, 0.440, 1.969], [3.070, 0.943, 0.279], [2.699, -1.905, 1.276], [6.625, -1.256, -0.112], [5.341, -1.454, -1.293], [6.370, 0.717, -1.506], [4.701, 0.931, -1.008], [7.112, 1.025, 0.858], [5.440, 1.336, 1.329], [5.359, 3.288, -0.217], [6.649, 3.465, 0.972], [7.033, 2.989, -0.683]]
}


No. 5
{
  "formula": "C16H26N4O3S",
  "method": "ωB97M-V/def2-TZVPD",
  "homo_lumo_gap_ev": 7.620,
  "lumo_energy_ev": -0.329,
  "e_homo_ev": -7.95,
  "de_lowest_kcal_mol": 385.4,
  "symbols": ["C", "H", "C", "C", "C", "C", "C", "C", "O", "N", "N", "C", "C", "C", "N", "C", "S", "N", "C", "O", "H", "C", "C", "C", "C", "H", "H", "H", "H", "H", "H", "H", "H", "H", "O", "H", "H", "H", "H", "H", "H", "H", "H", "H", "H", "H", "H", "H", "H", "H"],
  "xyz": [[-6.978, -2.267, 0.320], [-6.648, -3.147, -0.380], [-6.283, -0.915, -0.414], [-4.867, -1.133, -0.545], [-4.275, -0.092, -1.412], [-4.481, 1.347, -0.496], [-3.748, 1.396, 0.947], [-2.190, 1.473, 0.411], [-1.533, 2.422, 0.135], [-1.608, 0.143, 0.651], [-0.394, 0.187, 0.451], [0.075, -1.084, 0.407], [1.602, -1.561, 0.154], [2.438, -0.234, -0.012], [3.735, -0.530, -0.413], [4.243, -1.791, -0.051], [5.953, -2.196, -0.350], [3.441, -2.842, 0.209], [2.213, -2.616, 0.305], [1.455, -3.679, 0.753], [3.861, -3.710, 0.106], [4.472, 0.726, -0.437], [5.150, 1.366, 0.740], [5.914, 2.558, 0.573], [7.239, 2.394, -0.645], [7.904, 1.456, 0.058], [7.015, 1.732, -1.420], [7.897, 3.278, -0.489], [6.178, 2.918, 1.467], [5.392, 3.193, -0.063], [5.794, 0.625, 1.139], [4.295, 1.484, 1.219], [4.015, 1.400, -1.111], [5.378, 0.145, -1.252], [1.965, 0.856, -0.146], [1.054, 1.155, 0.067], [-0.371, -2.066, 0.584], [-2.239, -0.588, 1.161], [-3.886, 2.537, 1.251], [-4.096, 0.868, 1.561], [-5.398, 1.573, -0.197], [-4.182, 2.285, -0.971], [-3.342, -0.165, -1.418], [-4.837, 0.032, -2.206], [-4.783, -1.951, -1.142], [-4.333, -1.267, 0.467], [-6.796, -0.961, -1.334], [-6.576, -0.295, 0.270], [-8.083, -2.090, 0.218], [-6.749, -2.366, 1.279]]
}


These records have max |F| values of 0.1006 0.0131 0.0111 0.0298 0.3657 Eh/bohr, in the order they appear.